[1]
Entry from the OMol25 dataset: a single C4H9NO molecule at a distorted geometry (ωB97M-V/def2-TZVPD).

Summary:
* calculated total energy: -7827.89756 eV
* frontier orbital gap: 8.70 eV
* energy relative to the best compared isomer or geometry (same formula, charge and spin): 4.422 eV
* LUMO level: 0.55 eV
* SMILES string: CC/N=C\CO
* highest occupied orbital energy: -8.154 eV
* 2S+1: 1

Element x y z (Å)
C (-2.1769, 0.1636, -0.5410)
C (-0.7671, -0.3834, -0.4409)
N (-0.3159, 0.6715, 0.5194)
C (0.6540, 0.0627, 1.0588)
C (1.9957, -0.0977, 0.4311)
O (2.1108, 0.2528, -0.9146)
H (-2.6956, -0.3681, -1.3209)
H (-2.6285, -0.0002, 0.4463)
H (-2.1877, 1.2489, -0.6971)
H (-0.8972, -1.3739, 0.0493)
H (-0.1472, -0.5755, -1.3308)
H (0.5509, -0.2629, 2.0985)
H (2.4483, -1.0734, 0.5945)
H (2.5207, 0.6336, 1.0830)
H (1.5355, 1.0209, -1.0637)



[2]
Entry from the OMol25 dataset: a gas-phase ion, C4H8N3O (charge +1) at a distorted geometry (ωB97M-V/def2-TZVPD).

Summary:
* calculated total energy: -10786.72655 eV
* frontier orbital gap: 10.10 eV
* energy relative to the best compared isomer or geometry (same formula, charge and spin): 3.574 eV
* net charge: +1
* LUMO level: -4.22 eV
* SMILES string: OCCn1c[nH+]cn1
* highest occupied orbital energy: -14.319 eV
* 2S+1: 1

Element x y z (Å)
O (2.8855, 0.2807, 0.9291)
C (1.9819, 0.3397, -0.1999)
C (0.8648, -0.7956, -0.0408)
N (-0.5433, -0.2943, 0.0135)
C (-1.0882, 1.0099, 0.0254)
N (-2.4917, 0.7470, 0.0381)
C (-2.6945, -0.6787, 0.0800)
N (-1.4378, -1.3299, 0.0559)
H (3.7618, 0.0039, 0.5858)
H (1.5829, 1.4016, -0.2757)
H (2.5596, 0.1288, -1.1564)
H (0.9240, -1.4602, -0.9792)
H (1.0877, -1.5039, 0.8359)
H (-0.4958, 1.9700, -0.0164)
H (-3.2331, 1.4576, 0.0205)
H (-3.6639, -1.2766, 0.0843)



[3]
Entry from the OMol25 dataset: a single C6H10N2 molecule at a distorted geometry (ωB97M-V/def2-TZVPD).

Summary:
* calculated total energy: -9359.17087 eV
* frontier orbital gap: 9.04 eV
* energy relative to the best compared isomer or geometry (same formula, charge and spin): 5.266 eV
* LUMO level: 1.06 eV
* SMILES string: N[C@]12C[C@H]3CN3[C@@H]1C2
* highest occupied orbital energy: -7.982 eV
* 2S+1: 1

Element x y z (Å)
N (-1.5194, 0.9631, -0.8598)
C (-1.0414, 0.1505, 0.2219)
C (0.1311, 0.8272, 0.9762)
C (1.1758, 0.7173, -0.1042)
C (2.1031, -0.4276, -0.2036)
N (0.8735, -0.4330, -1.0145)
C (-0.2008, -1.0835, -0.2315)
C (-1.5989, -1.2627, 0.0273)
H (-0.7134, 1.3938, -1.3787)
H (-2.1726, 1.6665, -0.5628)
H (0.4042, 0.2549, 1.8655)
H (-0.1138, 1.8585, 1.1820)
H (1.4505, 1.6505, -0.6352)
H (2.9512, -0.4705, -0.8738)
H (2.1410, -1.0222, 0.7260)
H (0.2743, -1.5536, 0.6109)
H (-2.4402, -1.3093, -0.6600)
H (-1.7041, -1.9200, 0.9144)



[4]
Entry from the OMol25 dataset: a molecular structure, C4H5CeO2 at a distorted geometry (ωB97M-V/def2-TZVPD).

Summary:
* calculated total energy: -21228.94612 eV
* frontier orbital gap (alpha / beta): 4.64 / 5.00 eV
* energy relative to the best compared isomer or geometry (same formula, charge and spin): 0.000 eV
* net charge: +2
* LUMO level (alpha / beta): -10.90 / -10.54 eV
* highest occupied orbital energy (alpha / beta): -15.535 / -15.537 eV
* 2S+1: 2

Element x y z (Å)
H (1.6374, -0.5858, 1.1023)
O (2.2922, -0.1185, 0.5761)
C (1.7365, 0.1723, -0.6894)
C (2.7092, 0.9086, -1.5039)
C (3.5725, 1.5908, -2.0274)
H (0.8214, 0.7815, -0.5951)
H (1.4630, -0.7510, -1.2287)
H (4.4647, 2.0673, -2.3962)
C (2.5299, 0.3324, -4.6233)
O (2.6383, -0.9237, -4.7679)
Ce (4.2575, -0.1485, -6.3305)
H (1.5215, 0.7074, -4.3315)



[5]
Entry from the OMol25 dataset: a molecular structure, C14H47BNO11Pt at a distorted geometry (ωB97M-V/def2-TZVPD).

Summary:
* calculated total energy: -43201.29258 eV
* frontier orbital gap (alpha / beta): 6.97 / 5.17 eV
* energy relative to the best compared isomer or geometry (same formula, charge and spin): 0.000 eV
* net charge: +1
* LUMO level (alpha / beta): -3.90 / -5.69 eV
* highest occupied orbital energy (alpha / beta): -10.864 / -10.864 eV
* 2S+1: 3

Element x y z (Å)
Pt (2.4162, 0.0977, -1.8984)
B (0.7603, 0.5297, -0.3590)
H (1.5364, 1.0798, 0.3058)
H (0.6634, 1.1068, -1.3420)
H (1.0853, -0.5565, -0.5863)
H (-0.2772, 0.4809, 0.1468)
C (3.3624, -2.6792, -0.3890)
C (3.5197, -1.4846, 0.5625)
O (4.0776, -0.3836, -0.1727)
O (2.3628, -2.3716, -1.3849)
H (3.2178, -3.6620, 0.0578)
H (4.3182, -2.7289, -0.9270)
H (4.1558, -1.8229, 1.3809)
H (2.5891, -1.1638, 1.0183)
H (5.0336, -0.5097, -0.2298)
H (2.4278, -3.0621, -2.0594)
C (0.2914, -1.9037, 2.4680)
C (1.0276, -2.5332, 3.6302)
O (2.4328, -2.2504, 3.5755)
O (0.3330, -0.5015, 2.5671)
H (-0.7340, -2.2886, 2.4960)
H (0.7844, -2.2613, 1.5558)
H (0.9311, -3.6156, 3.7015)
H (0.6074, -2.1453, 4.5664)
H (2.5018, -1.3089, 3.7840)
H (0.3724, -0.1076, 1.6833)
C (-0.3039, -1.5465, -3.7093)
C (-1.0665, -1.6357, -2.3832)
O (-0.6447, -2.7508, -1.6246)
O (0.9975, -1.0027, -3.4513)
H (-0.8826, -0.8369, -4.3076)
H (-0.2761, -2.5476, -4.1337)
H (-2.1428, -1.7180, -2.5199)
H (-0.9159, -0.7130, -1.8115)
H (0.2703, -2.6541, -1.3347)
H (1.5213, -1.0822, -4.2583)
C (2.2261, 3.0210, -3.5584)
C (2.6505, 3.2573, -2.1175)
O (3.3357, 2.1152, -1.5514)
O (1.5710, 1.7663, -3.6552)
H (3.1020, 3.0591, -4.2155)
H (1.5858, 3.8709, -3.8047)
H (1.7571, 3.4900, -1.5319)
H (3.3148, 4.1212, -2.0743)
H (3.5737, 2.3674, -0.6471)
H (1.0531, 1.7742, -4.4704)
C (-2.2293, 2.3793, -1.9068)
O (-0.9670, 3.0332, -1.8063)
H (-2.1868, 1.4164, -2.4123)
H (-2.6263, 2.3325, -0.8868)
H (-2.9976, 2.9732, -2.4053)
H (-0.3391, 2.3432, -1.5397)
C (-0.1610, 3.1565, 2.4068)
O (0.0661, 2.2147, 3.4331)
H (-1.0953, 3.0200, 1.8477)
H (-0.2475, 4.1496, 2.8504)
H (0.6986, 3.1423, 1.7236)
H (0.0602, 1.3188, 3.0640)
C (-2.7744, -2.3716, 0.7690)
C (-3.2718, -1.4360, 1.8271)
C (-3.2447, 0.0178, 1.3723)
O (-3.5640, 0.8264, 2.4699)
C (-3.6900, 2.2000, 2.2061)
N (-4.6651, -1.8051, 2.1878)
H (-3.4127, -2.3409, -0.1118)
H (-2.6467, -3.4016, 1.1185)
H (-1.7255, -2.1846, 0.5200)
H (-2.6964, -1.4610, 2.7609)
H (-3.8568, 0.2086, 0.4838)
H (-2.2156, 0.2036, 1.0221)
H (-3.9529, 2.4607, 1.1749)
H (-2.7639, 2.7635, 2.3786)
H (-4.4453, 2.5600, 2.9018)
H (-4.5876, -2.7509, 2.5638)
H (-4.9849, -1.2776, 2.9961)



[6]
Entry from the OMol25 dataset: a molecular structure, ClF2Fe2N2O6Pt at a distorted geometry (ωB97M-V/def2-TZVPD).

Summary:
* calculated total energy: -105219.40905 eV
* frontier orbital gap (alpha / beta): 6.43 / 4.71 eV
* energy relative to the best compared isomer or geometry (same formula, charge and spin): 2.655 eV
* net charge: +1
* LUMO level (alpha / beta): -6.65 / -7.66 eV
* highest occupied orbital energy (alpha / beta): -13.083 / -12.376 eV
* 2S+1: 11

Element x y z (Å)
Fe (2.6555, 1.7454, -0.7517)
Fe (-1.0851, -2.5893, -1.6948)
Pt (0.0688, -2.6870, 2.5166)
N (0.6276, -0.5744, 0.0276)
O (0.2015, -0.8252, -1.0762)
O (0.6817, -1.4606, 0.8914)
O (1.5779, 0.3163, 0.1227)
N (-0.6372, 2.7389, -0.4951)
O (-0.9680, 1.7659, 0.2323)
O (-1.3246, 3.6720, -0.6994)
O (0.4585, 2.6555, -1.1699)
F (-2.4231, -0.7770, -1.9149)
F (-1.1276, -3.4500, 0.3373)
Cl (1.2940, -0.5305, 3.6742)



[7]
Entry from the OMol25 dataset: a single C4H4N4 molecule at a distorted geometry (ωB97M-V/def2-TZVPD).

Summary:
* calculated total energy: -10171.78378 eV
* frontier orbital gap: 9.64 eV
* energy relative to the best compared isomer or geometry (same formula, charge and spin): 1.054 eV
* LUMO level: 1.02 eV
* SMILES string: c1nc2c[nH]nc2[nH]1
* highest occupied orbital energy: -8.619 eV
* 2S+1: 1

Element x y z (Å)
C (0.1380, 0.1740, 2.0209)
N (0.2001, -0.9754, 1.4816)
C (0.1418, -0.7207, 0.0794)
C (-0.0381, -1.3230, -1.1739)
N (-0.2896, -0.2447, -1.9597)
N (-0.2016, 1.0031, -1.3871)
C (0.0537, 0.6872, -0.1220)
N (0.0604, 1.2254, 1.1680)
H (0.0561, 0.4120, 3.0501)
H (-0.2024, -2.3659, -1.3747)
H (-0.0989, -0.1718, -3.0275)
H (0.0867, 2.1614, 1.4053)



[8]
Entry from the OMol25 dataset: a molecular structure, C30H29N4RhTe (ωB97M-V/def2-TZVPD).

Summary:
* calculated total energy: -47828.75613 eV
* frontier orbital gap (alpha / beta): 7.41 / 6.14 eV
* net charge: +2
* LUMO level (alpha / beta): -5.84 / -7.49 eV
* highest occupied orbital energy (alpha / beta): -13.258 / -13.627 eV
* 2S+1: 5

Element x y z (Å)
Rh (0.1486, 0.5293, -0.0209)
C (-0.0569, 0.3802, 4.5357)
C (-0.5339, -0.9031, 4.7485)
C (-0.8781, -1.6849, 3.6574)
C (-0.7479, -1.1640, 2.3766)
N (-0.2304, 0.0631, 2.1807)
C (0.1010, 0.8122, 3.2298)
C (-1.2199, -1.8817, 1.1652)
C (-2.0980, -2.9562, 1.2087)
C (-2.5554, -3.4916, 0.0153)
C (-2.1383, -2.9541, -1.1922)
C (-1.2539, -1.8841, -1.1764)
N (-0.8177, -1.3900, -0.0120)
C (-0.7896, -1.1831, -2.4003)
C (-0.9691, -1.6981, -3.6772)
C (-0.5724, -0.9500, -4.7745)
C (0.0087, 0.2910, -4.5716)
C (0.1876, 0.7262, -3.2693)
N (-0.2005, 0.0125, -2.2143)
H (0.1922, 1.0343, 5.3592)
H (-0.6399, -1.2894, 5.7529)
H (-1.2407, -2.6916, 3.8082)
H (0.4979, 1.7977, 3.0163)
H (-2.4321, -3.3618, 2.1519)
H (-3.2599, -4.3122, 0.0255)
H (-2.5044, -3.3586, -2.1237)
H (-1.4138, -2.6717, -3.8245)
H (-0.7162, -1.3322, -5.7759)
H (0.3179, 0.9118, -5.4003)
H (0.6565, 1.6795, -3.0573)
C (6.6202, -0.0156, -0.1520)
C (5.1331, 0.1052, -0.1163)
C (4.3323, -0.2669, -1.1945)
C (2.9629, -0.1187, -1.1243)
N (2.3401, 0.3776, -0.0459)
C (3.0996, 0.7213, 1.0037)
C (4.4719, 0.6041, 1.0076)
H (6.9693, -0.3903, -1.1107)
H (6.9648, -0.6890, 0.6346)
H (7.0821, 0.9541, 0.0387)
H (4.7721, -0.6716, -2.0962)
H (2.3431, -0.4128, -1.9601)
H (2.5873, 1.1064, 1.8759)
H (5.0260, 0.9018, 1.8878)
C (-4.9929, 7.7219, 0.0763)
C (-4.2800, 6.4074, 0.0849)
C (-3.1000, 6.2178, -0.6375)
C (-2.4308, 5.0106, -0.6390)
C (-1.1692, 4.8484, -1.4421)
C (-2.9707, 3.9487, 0.1104)
Te (-2.0452, 2.0543, 0.0359)
C (-4.1558, 4.1014, 0.8534)
C (-4.7952, 3.0147, 1.6769)
C (-4.7824, 5.3369, 0.8203)
H (-4.4662, 8.4597, -0.5244)
H (-5.0977, 8.1073, 1.0916)
H (-6.0025, 7.6056, -0.3213)
H (-2.7054, 7.0430, -1.2179)
H (-0.8950, 5.7804, -1.9310)
H (-1.3028, 4.0900, -2.2176)
H (-0.3372, 4.5428, -0.8033)
H (-4.1930, 2.1092, 1.7140)
H (-5.7719, 2.7612, 1.2628)
H (-4.9547, 3.3587, 2.6987)
H (-5.6960, 5.4651, 1.3899)



[9]
Entry from the OMol25 dataset: a molecular structure, C6H12N5O at a distorted geometry (ωB97M-V/def2-TZVPD).

Summary:
* calculated total energy: -15905.12975 eV
* frontier orbital gap: 10.83 eV
* energy relative to the best compared isomer or geometry (same formula, charge and spin): 3.873 eV
* net charge: +1
* LUMO level: -3.79 eV
* highest occupied orbital energy: -14.614 eV
* 2S+1: 1

Element x y z (Å)
C (-1.4338, -0.7531, -0.1790)
C (-0.7253, -2.1036, -0.0772)
C (0.7364, -2.0089, 0.6516)
C (1.5502, -1.0132, -0.2024)
C (1.5961, 0.5128, 0.0978)
C (0.4907, 1.4966, -0.0310)
N (-2.7753, -0.6941, -0.0359)
N (-3.1128, 0.5332, -0.2746)
N (-2.1034, 1.2039, -0.7047)
N (-0.9656, 0.4725, -0.5890)
N (-0.1549, 2.0602, 1.0181)
O (0.4177, 2.3417, -0.9949)
H (-1.3445, -2.8446, 0.4423)
H (-0.5727, -2.4571, -1.1405)
H (0.7147, -1.8089, 1.7691)
H (1.2060, -3.0268, 0.5592)
H (2.6051, -1.3413, -0.0140)
H (1.4409, -1.2216, -1.2494)
H (1.9631, 0.5452, 1.1529)
H (2.5181, 0.8467, -0.3482)
H (-0.1542, 1.9763, 1.9648)
H (-1.9790, 2.2039, -0.8295)
H (-0.6197, 2.9617, 0.8689)
H (0.7025, 2.1187, -1.8543)



[10]
Entry from the OMol25 dataset: 6 unconnected molecules or ions with the total composition H12O6 at a distorted geometry (ωB97M-V/def2-TZVPD).

Summary:
* calculated total energy: -12479.72821 eV
* frontier orbital gap: 10.96 eV
* energy relative to the best compared isomer or geometry (same formula, charge and spin): 1.386 eV
* LUMO level: 0.38 eV
* SMILES string: O.O.O.O.O.O
* highest occupied orbital energy: -10.585 eV
* 2S+1: 1

Element x y z (Å)
O (0.9406, 1.6529, -0.9125)
H (-0.0704, 1.7006, -0.7741)
H (1.3854, 2.0295, -0.1972)
O (-0.0431, -1.7058, -0.9110)
H (0.5165, -1.0102, -1.3053)
H (0.5674, -1.7962, -0.1284)
O (-2.6927, -0.9906, -0.1609)
H (-1.7750, -1.2408, 0.0786)
H (-2.9901, -1.8634, -0.4966)
O (2.6417, -0.6885, 0.2461)
H (2.9299, 0.1628, -0.0826)
H (3.3167, -1.2943, -0.0861)
O (-1.3668, 1.6516, 0.1237)
H (-2.0054, 0.9664, 0.1090)
H (-1.8806, 2.4334, -0.0444)
O (-0.1281, -0.2331, 1.5081)
H (0.7526, -0.4720, 1.6698)
H (-0.0985, 0.6978, 1.3639)



[11]
Entry from the OMol25 dataset: a single C13H26BN3O4 molecule at a distorted geometry (ωB97M-V/def2-TZVPD).

Summary:
* calculated total energy: -27241.62693 eV
* frontier orbital gap: 8.93 eV
* energy relative to the best compared isomer or geometry (same formula, charge and spin): 0.533 eV
* LUMO level: 0.48 eV
* SMILES string: N[C@@]1(C(=O)O)CN(C[C@H]2CCCN2)C[C@@H]1CCCB(O)O
* highest occupied orbital energy: -8.452 eV
* 2S+1: 1

Element x y z (Å)
N (-0.2267, 1.7097, -2.3602)
C (-0.2156, 0.5776, -1.3964)
C (-1.5684, -0.1580, -1.4496)
O (-2.2271, 0.0575, -2.4383)
O (-1.9319, -1.0345, -0.4984)
C (0.8757, -0.4358, -1.7497)
N (1.3338, -1.0751, -0.4606)
C (0.8822, -2.4924, -0.3730)
C (1.3459, -3.2395, 0.8511)
C (2.8445, -2.9558, 1.1659)
C (2.8739, -2.1420, 2.4875)
C (1.5002, -2.3670, 3.1582)
N (0.5821, -2.8888, 2.0791)
C (1.0877, -0.0235, 0.5629)
C (0.2152, 1.0530, 0.0128)
C (-0.9458, 1.3330, 0.9901)
C (-2.1464, 2.0747, 0.4041)
C (-1.6919, 3.3841, -0.3059)
B (-2.5628, 3.8086, -1.5205)
O (-2.8872, 5.1387, -1.6029)
O (-2.8888, 2.8444, -2.4477)
H (-0.6100, 1.3546, -3.2094)
H (0.7670, 1.9713, -2.5012)
H (-2.7666, -1.4506, -0.7967)
H (0.5217, -1.1549, -2.4977)
H (1.7432, 0.0883, -2.1704)
H (1.2450, -3.0314, -1.2731)
H (-0.1901, -2.4836, -0.4533)
H (1.2045, -4.3313, 0.6798)
H (3.3349, -2.4886, 0.2831)
H (3.3975, -3.9190, 1.2596)
H (2.9870, -1.0923, 2.2163)
H (3.7375, -2.4312, 3.1239)
H (1.1281, -1.4441, 3.6254)
H (1.5176, -3.1788, 3.8859)
H (-0.1448, -2.2015, 1.8056)
H (2.1070, 0.3337, 0.8545)
H (0.6360, -0.4315, 1.4596)
H (0.8565, 1.9656, -0.0758)
H (-0.5449, 1.9015, 1.8456)
H (-1.2815, 0.3778, 1.4279)
H (-2.6228, 1.4139, -0.3748)
H (-2.9426, 2.2672, 1.1173)
H (-0.7167, 3.2971, -0.7661)
H (-1.6832, 4.2757, 0.3410)
H (-3.3363, 5.3171, -2.4542)
H (-2.5925, 1.9062, -2.4614)



[12]
Entry from the OMol25 dataset: a single C11H8N4OS molecule at a distorted geometry (ωB97M-V/def2-TZVPD).

Summary:
* calculated total energy: -30379.92163 eV
* frontier orbital gap: 8.01 eV
* energy relative to the best compared isomer or geometry (same formula, charge and spin): 0.000 eV
* LUMO level: -0.04 eV
* SMILES string: NC(=O)c1nc(-c2ccns2)c2ccccn12
* highest occupied orbital energy: -8.049 eV
* 2S+1: 1

Element x y z (Å)
N (-0.2814, 2.7906, -2.7348)
C (-0.8150, 2.4854, -1.4807)
O (-1.6533, 3.3060, -1.0941)
C (-0.3760, 1.2988, -0.7102)
N (0.6443, 0.5136, -1.0351)
C (0.6545, -0.5385, -0.1065)
C (1.6941, -1.5458, -0.1051)
C (2.7853, -1.4064, -0.8994)
C (3.7312, -2.4584, -0.6451)
N (3.3856, -3.3700, 0.2122)
S (1.8443, -3.0608, 0.8461)
C (-0.4234, -0.4058, 0.7228)
C (-0.9726, -1.2336, 1.8082)
C (-2.1604, -0.8769, 2.3987)
C (-2.8440, 0.3719, 1.9492)
C (-2.2682, 1.1721, 0.9679)
N (-1.0904, 0.7387, 0.3347)
H (-0.4721, 3.7534, -2.9969)
H (0.5930, 2.3927, -2.9888)
H (2.9746, -0.5531, -1.5721)
H (4.6830, -2.5143, -1.1703)
H (-0.5153, -2.1608, 2.0716)
H (-2.6421, -1.5084, 3.1225)
H (-3.7926, 0.6766, 2.3906)
H (-2.6833, 2.1328, 0.7148)